# 1
A cluster of 10 separate species, C9H36F2NO13S2 in total in a non-equilibrium geometry. Source: the Open Molecules 2025 dataset; level of theory: ωB97M-V with the def2-TZVPD basis set.

```
63
Properties=species:S:1:pos:R:3:mulliken_charge:R:1
N -2.10 -10.14 17.68 -0.15
S -1.27 -8.96 17.26 1.02
O 0.13 -9.26 16.90 -0.60
O -1.65 -7.67 17.78 -0.56
F -1.85 -8.95 15.77 -0.33
S -1.27 -10.31 19.16 1.03
O -1.35 -9.23 20.14 -0.58
O 0.01 -11.00 19.06 -0.53
F -2.31 -11.40 19.78 -0.28
C 2.20 -6.17 12.29 -0.48
O 3.01 -7.29 12.30 -0.49
H 1.24 -6.19 12.80 0.22
H 2.78 -5.38 12.77 0.21
H 1.95 -5.88 11.27 0.23
H 3.32 -7.50 11.42 0.31
C -0.85 -13.44 14.49 -0.51
O -2.19 -13.13 14.92 -0.52
H -0.16 -13.41 15.33 0.21
H -0.78 -14.44 14.05 0.25
H -0.45 -12.77 13.73 0.24
H -2.15 -12.42 15.57 0.32
C 0.87 -15.55 23.56 -0.54
O 0.18 -15.38 22.35 -0.47
H 1.34 -14.69 24.03 0.25
H 0.21 -15.96 24.32 0.24
H 1.58 -16.36 23.37 0.23
H -0.77 -15.35 22.47 0.30
C 4.01 -14.74 19.13 -0.45
O 3.63 -13.62 18.30 -0.49
H 4.78 -15.28 18.57 0.20
H 4.37 -14.31 20.07 0.21
H 3.11 -15.34 19.31 0.23
H 2.83 -13.29 18.70 0.30
C -5.35 -2.93 17.22 -0.52
O -5.16 -2.69 15.80 -0.51
H -4.55 -3.56 17.61 0.24
H -5.43 -1.99 17.78 0.24
H -6.17 -3.59 17.50 0.25
H -4.36 -2.16 15.73 0.30
C -3.57 -4.35 22.10 -0.51
O -4.33 -3.18 21.94 -0.50
H -3.12 -4.32 23.09 0.26
H -4.12 -5.27 21.93 0.25
H -2.78 -4.33 21.35 0.19
H -5.17 -3.43 22.34 0.30
C -6.81 -8.99 19.20 -0.44
O -6.42 -9.97 18.25 -0.51
H -6.69 -9.44 20.18 0.21
H -6.19 -8.10 19.06 0.22
H -7.85 -8.80 18.92 0.20
H -5.48 -9.87 18.08 0.32
C -4.70 -14.72 24.01 -0.52
O -4.64 -15.80 23.10 -0.50
H -5.04 -13.77 23.60 0.25
H -5.40 -14.98 24.81 0.25
H -3.70 -14.47 24.38 0.21
H -4.19 -16.54 23.52 0.30
C 2.38 -5.51 19.97 -0.51
O 3.12 -5.95 18.78 -0.49
H 1.67 -6.27 20.29 0.22
H 3.07 -5.14 20.73 0.27
H 1.80 -4.60 19.83 0.25
H 3.65 -5.22 18.43 0.27
```

Properties
Relative energy (zero: lowest compared OMol25 entry of this formula, charge and spin) (kJ/mol): 290.8
Kohn-Sham gap (eV): 8.650
Spin multiplicity: 1
Charge: -1
HOMO level (eV): -6.64
Energy (Ha): -2393.29120
Lowest unoccupied orbital energy (eV): 2.0

=====

# 2
A structure of composition C9H36FeN18O13P in a non-equilibrium geometry. Source: the Open Molecules 2025 dataset; level of theory: ωB97M-V with the def2-TZVPD basis set.

```
78
Properties=species:S:1:pos:R:3:mulliken_charge:R:1
Fe -1.52 -1.08 1.78 0.19
P -0.46 -0.06 -0.05 5.10
O -1.32 -1.38 -0.20 -1.40
O 0.40 -0.55 1.17 -1.60
O -1.47 0.75 0.79 -2.16
O 0.16 0.61 -1.29 0.82
C -0.85 2.99 -3.81 0.44
O -1.22 3.53 -4.86 -0.69
N 0.48 3.09 -3.43 -0.35
N -1.55 2.06 -3.10 -0.06
H 1.28 3.11 -4.03 0.24
H 0.70 2.62 -2.57 0.11
H -2.55 2.04 -3.09 0.12
H -1.01 1.45 -2.47 -0.11
C -0.45 -2.20 -3.96 0.38
O -0.46 -2.43 -5.18 -0.74
N 0.44 -1.28 -3.46 -0.11
N -1.37 -2.64 -3.09 -0.16
H 0.77 -0.59 -4.11 0.28
H 0.29 -0.83 -2.55 -0.12
H -2.01 -3.37 -3.29 0.20
H -1.28 -2.24 -2.16 0.14
C 3.06 1.36 2.68 0.39
O 4.15 1.77 3.07 -0.74
N 2.85 0.19 2.05 0.00
N 1.90 2.12 2.75 -0.24
H 3.65 -0.39 1.88 0.24
H 1.91 -0.09 1.70 -0.12
H 1.15 1.69 2.24 -0.04
H 2.00 3.08 3.02 0.23
C 3.81 1.06 -1.69 0.31
O 5.02 1.05 -1.83 -0.73
N 2.88 0.46 -2.50 -0.15
N 3.22 1.75 -0.65 -0.18
H 3.14 0.09 -3.39 0.18
H 1.92 0.41 -2.16 -0.24
H 2.23 1.68 -0.49 -0.03
H 3.88 2.36 -0.20 0.20
C -4.51 0.07 -1.64 0.40
O -5.54 0.42 -2.23 -0.75
N -3.69 0.96 -1.07 -0.30
N -4.15 -1.24 -1.54 -0.23
H -2.79 0.69 -0.65 -0.04
H -3.86 1.94 -1.21 0.24
H -3.29 -1.63 -1.20 0.14
H -4.79 -1.86 -1.99 0.19
C -0.69 -4.03 1.69 0.62
O -1.28 -3.07 2.23 -0.74
N -0.34 -5.14 2.38 -0.45
N -0.29 -3.97 0.42 -0.18
H -0.02 -5.91 1.83 0.16
H -0.69 -5.24 3.32 0.26
H 0.21 -4.78 0.08 0.18
H -0.56 -3.21 -0.19 0.13
C 2.86 -3.13 0.02 0.28
O 3.54 -3.95 -0.58 -0.74
N 2.59 -3.12 1.36 -0.15
N 2.18 -2.12 -0.63 0.21
H 2.07 -2.40 1.82 0.14
H 3.08 -3.83 1.88 0.22
H 1.56 -1.49 -0.14 -0.52
H 2.10 -2.28 -1.62 0.28
C -1.02 4.39 0.61 0.36
O -1.26 5.60 0.53 -0.73
N 0.09 3.86 0.00 -0.09
N -1.80 3.47 1.21 -0.16
H 0.04 2.87 -0.14 -0.17
H 0.76 4.49 -0.39 0.22
H -1.63 2.46 1.07 0.27
H -2.66 3.74 1.65 0.20
C -1.17 0.27 4.60 0.61
O -1.08 -0.59 3.71 -0.52
N -1.35 -0.01 5.92 -0.44
N -1.13 1.58 4.30 -0.25
H -1.51 -0.97 6.17 0.27
H -1.61 0.75 6.50 0.16
H -1.08 2.23 5.06 0.16
H -1.04 1.98 3.38 0.14
```

Properties
Relative energy (zero: lowest compared OMol25 entry of this formula, charge and spin) (kJ/mol): 0.0
Kohn-Sham gap (alpha / beta) (eV): 8.234 / 8.185
Spin multiplicity: 5
Charge: -1
HOMO level (alpha / beta) (eV): -6.95 / -6.95
Energy (Ha): -3934.02028
Lowest unoccupied orbital energy (alpha / beta) (eV): 1.3 / 1.2

=====

# 3
A cluster of 9 separate species, C9H36N18O9 in total in a non-equilibrium geometry. Source: the Open Molecules 2025 dataset; level of theory: ωB97M-V with the def2-TZVPD basis set.

```
72
Properties=species:S:1:pos:R:3:mulliken_charge:R:1
C -0.01 -1.83 4.68 0.70
O 0.82 -1.37 3.94 -0.80
N 0.38 -2.73 5.59 -0.43
N -1.24 -1.60 4.55 -0.33
H -0.31 -3.24 6.09 0.15
H 1.34 -3.11 5.73 0.24
H -1.40 -0.88 3.83 0.30
H -1.96 -1.80 5.23 0.18
C -1.84 -3.10 -1.80 0.30
O -2.98 -3.32 -2.10 -0.65
N -0.98 -3.99 -1.15 -0.21
N -1.33 -1.81 -2.01 -0.09
H -1.17 -4.92 -0.91 0.16
H -0.02 -3.66 -1.24 0.21
H -0.34 -1.64 -2.22 -0.02
H -1.78 -1.18 -2.69 0.31
C 2.59 -2.50 -1.82 0.62
O 1.48 -2.37 -1.19 -0.53
N 2.74 -2.18 -3.10 -0.30
N 3.61 -3.06 -1.19 -0.29
H 1.93 -1.83 -3.64 0.16
H 3.52 -2.43 -3.69 0.20
H 4.50 -3.14 -1.59 0.14
H 3.53 -3.39 -0.24 0.15
C -0.68 -0.28 1.60 0.55
O -1.15 0.33 2.60 -0.93
N -1.00 -1.62 1.32 -0.22
N 0.26 0.26 0.74 -0.14
H -1.75 -1.95 1.85 0.26
H -1.02 -1.83 0.36 0.09
H 0.52 1.21 0.97 0.17
H 0.88 -0.37 0.30 0.08
C -3.68 1.88 -1.71 0.45
O -4.04 3.01 -1.76 -0.61
N -4.26 0.70 -2.18 -0.46
N -2.48 1.53 -1.03 -0.07
H -5.19 0.82 -2.49 0.26
H -4.13 -0.09 -1.44 0.23
H -1.97 0.69 -1.24 0.17
H -1.91 2.31 -0.74 0.06
C 0.53 0.38 -4.30 0.69
O 0.52 -0.78 -4.65 -0.70
N 1.25 0.77 -3.18 -0.34
N -0.14 1.39 -4.83 -0.36
H 1.39 -0.04 -2.52 0.04
H 1.23 1.74 -2.80 0.20
H -0.87 1.28 -5.48 0.22
H -0.14 2.29 -4.40 0.19
C -0.71 4.35 2.06 0.59
O -0.31 4.07 0.96 -0.64
N -0.81 5.68 2.44 -0.45
N -1.01 3.51 3.06 -0.33
H -1.27 5.96 3.26 0.16
H -0.48 6.35 1.71 0.23
H -1.43 3.90 3.87 0.19
H -1.15 2.52 2.86 0.16
C 0.47 4.25 -2.13 0.58
O 0.62 3.88 -3.29 -0.79
N 1.51 4.49 -1.37 -0.25
N -0.77 4.35 -1.59 -0.27
H 2.47 4.48 -1.57 0.21
H 1.31 4.87 -0.45 0.14
H -1.63 4.33 -2.16 0.24
H -0.88 4.88 -0.72 0.17
C 3.04 -3.29 2.09 0.61
O 4.02 -3.58 1.46 -0.75
N 3.13 -2.91 3.39 -0.45
N 1.72 -3.41 1.70 -0.44
H 2.36 -2.27 3.66 0.35
H 4.06 -2.71 3.68 0.22
H 1.10 -2.80 2.32 0.25
H 1.41 -3.42 0.73 0.22
```

Properties
Relative energy (zero: lowest compared OMol25 entry of this formula, charge and spin) (kJ/mol): 77.8
Kohn-Sham gap (eV): 9.812
Spin multiplicity: 1
SMILES: NC(N)=O.NC(N)=O.NC(N)=O.NC(N)=O.NC(N)=O.NC(N)=O.NC(N)=O.NC(N)=O.NC(N)=O
Charge: 0
HOMO level (eV): -9.46
Energy (Ha): -2027.69267
Lowest unoccupied orbital energy (eV): 0.3

=====

# 4
A cluster of 9 separate species, C9H36N18O9 in total in a non-equilibrium geometry. Source: the Open Molecules 2025 dataset; level of theory: ωB97M-V with the def2-TZVPD basis set.

```
72
Properties=species:S:1:pos:R:3:mulliken_charge:R:1
C 2.34 -35.48 3.43 0.59
O 3.44 -34.91 3.51 -0.64
N 1.28 -35.00 2.76 -0.23
N 2.15 -36.67 4.07 -0.39
H 1.41 -34.16 2.22 0.05
H 0.51 -35.62 2.58 0.18
H 1.25 -37.12 4.00 0.13
H 2.90 -37.15 4.52 0.25
C 4.38 -27.84 2.46 0.62
O 4.09 -26.81 3.08 -0.71
N 5.63 -28.08 2.01 -0.40
N 3.41 -28.73 2.17 -0.15
H 5.73 -28.79 1.30 0.15
H 6.14 -27.24 1.80 0.26
H 3.67 -29.61 1.76 0.00
H 2.62 -28.67 2.80 0.18
C 2.64 -34.84 7.36 0.68
O 1.44 -34.96 7.16 -0.67
N 3.29 -33.68 7.67 -0.42
N 3.49 -35.93 7.34 -0.40
H 2.86 -32.83 7.34 0.23
H 4.29 -33.78 7.60 0.23
H 4.46 -35.93 7.60 0.18
H 2.96 -36.77 7.23 0.23
C -0.35 -31.08 1.87 0.43
O 0.51 -30.38 1.34 -0.48
N -0.62 -31.11 3.20 -0.48
N -1.01 -32.10 1.23 -0.37
H -0.97 -31.95 3.60 0.22
H -0.12 -30.46 3.79 0.22
H -0.62 -32.35 0.34 0.22
H -1.87 -32.55 1.49 0.18
C 6.85 -29.68 5.52 0.62
O 6.83 -30.23 6.61 -0.66
N 6.41 -30.29 4.36 -0.11
N 7.28 -28.43 5.29 -0.34
H 6.58 -29.90 3.45 0.14
H 6.09 -31.24 4.44 0.03
H 7.67 -27.78 5.94 0.21
H 7.06 -28.06 4.38 0.11
C 2.58 -32.58 -0.41 0.52
O 1.49 -33.06 -0.10 -0.66
N 2.77 -31.23 -0.52 -0.31
N 3.70 -33.36 -0.43 -0.41
H 3.73 -30.95 -0.54 0.16
H 1.99 -30.75 -0.94 0.23
H 4.43 -33.07 -1.06 0.21
H 3.44 -34.31 -0.23 0.25
C 7.41 -33.67 2.82 0.59
O 7.69 -34.57 3.61 -0.68
N 8.39 -33.04 2.13 -0.41
N 6.17 -33.15 2.64 -0.14
H 9.28 -33.46 2.34 0.24
H 8.35 -32.42 1.34 0.16
H 6.16 -32.25 2.20 0.08
H 5.42 -33.70 3.05 0.18
C 3.37 -29.24 7.51 0.66
O 3.18 -30.46 7.55 -0.68
N 3.84 -28.53 8.58 -0.44
N 3.24 -28.51 6.38 -0.17
H 3.92 -29.07 9.42 0.24
H 3.99 -27.55 8.51 0.14
H 2.82 -28.92 5.56 0.09
H 3.49 -27.54 6.42 0.16
C 2.61 -31.21 4.08 0.39
O 1.97 -30.18 4.28 -0.88
N 2.46 -31.93 2.95 0.93
N 3.56 -31.79 4.87 0.38
H 1.63 -31.89 2.38 -0.58
H 3.09 -32.69 2.72 -0.02
H 3.85 -31.31 5.72 -0.21
H 3.73 -32.78 4.76 0.10
```

Properties
Relative energy (zero: lowest compared OMol25 entry of this formula, charge and spin) (kJ/mol): 119.9
Kohn-Sham gap (eV): 8.948
Spin multiplicity: 1
SMILES: NC(N)=O.NC(N)=O.NC(N)=O.NC(N)=O.NC(N)=O.NC(N)=O.NC(N)=O.NC(N)=O.NC(N)=O
Charge: 0
HOMO level (eV): -9.38
Energy (Ha): -2027.67662
Lowest unoccupied orbital energy (eV): -0.4

=====

# 5
A cluster of 9 separate species, C9H36N2O8 in total in a non-equilibrium geometry. Source: the Open Molecules 2025 dataset; level of theory: ωB97M-V with the def2-TZVPD basis set.

```
55
Properties=species:S:1:pos:R:3:mulliken_charge:R:1
N -0.04 -14.25 -2.43 -0.45
H 0.23 -14.47 -1.48 0.29
H -0.95 -14.61 -2.67 0.32
H 0.49 -14.80 -3.09 0.31
H 0.04 -13.26 -2.61 0.33
C 3.99 -13.57 -0.56 -1.46
C 4.05 -14.04 0.88 1.25
C 5.16 -13.28 1.73 -1.00
C 4.67 -11.89 2.27 -0.75
C 3.39 -12.08 3.03 -1.16
C 2.17 -12.70 2.28 1.36
N 2.72 -14.01 1.64 0.24
O 1.70 -14.96 1.27 -0.80
C 1.57 -11.65 1.18 -1.41
C 1.05 -13.02 3.36 -1.74
C 4.65 -15.53 0.80 -1.69
H 4.92 -13.53 -1.12 0.37
H 3.38 -12.67 -0.70 0.26
H 3.47 -14.22 -1.26 0.27
H 6.04 -12.97 1.17 0.38
H 5.39 -13.83 2.64 0.36
H 4.43 -11.24 1.43 0.31
H 5.53 -11.49 2.80 0.38
H 3.14 -11.08 3.38 0.42
H 3.61 -12.67 3.92 0.40
H 2.48 -11.32 0.68 0.30
H 1.18 -10.77 1.70 0.45
H 0.87 -12.11 0.49 0.11
H 0.09 -13.30 2.93 0.35
H 1.01 -12.40 4.25 0.35
H 1.36 -13.95 3.85 0.48
H 3.95 -16.25 0.40 0.34
H 4.81 -15.99 1.78 0.42
H 5.61 -15.64 0.29 0.37
O 2.30 -13.57 -7.14 -0.61
H 2.43 -13.81 -6.22 0.30
H 1.35 -13.52 -7.24 0.30
O 0.08 -10.78 -4.32 -0.64
H 0.94 -10.41 -4.55 0.33
H -0.46 -10.61 -5.09 0.32
O -1.54 -7.92 -2.30 -0.63
H -1.04 -8.73 -2.39 0.32
H -1.30 -7.40 -3.06 0.31
O 1.15 -16.72 -4.93 -0.60
H 0.49 -17.23 -5.39 0.31
H 1.91 -17.31 -4.85 0.32
O -3.45 -16.07 -2.25 -0.63
H -3.82 -16.37 -3.08 0.32
H -4.10 -16.31 -1.59 0.32
O -3.42 -12.93 -5.73 -0.64
H -4.12 -13.54 -5.97 0.31
H -3.87 -12.16 -5.38 0.33
O -0.80 -18.45 -0.65 -0.64
H -0.10 -18.05 -0.14 0.35
H -1.34 -17.71 -0.93 0.29
```

Properties
Relative energy (zero: lowest compared OMol25 entry of this formula, charge and spin) (kJ/mol): 484.5
Kohn-Sham gap (eV): 3.366
Spin multiplicity: 1
Charge: 0
HOMO level (eV): -4.32
Energy (Ha): -1075.69317
Lowest unoccupied orbital energy (eV): -1.0

=====

# 6
A cluster of 9 separate species, C9H36N4O9 in total in a non-equilibrium geometry. Source: the Open Molecules 2025 dataset; level of theory: ωB97M-V with the def2-TZVPD basis set.

```
58
Properties=species:S:1:pos:R:3:mulliken_charge:R:1
C -20.25 -2.39 -13.24 -0.37
O -19.08 -3.13 -12.91 -0.55
H -20.35 -1.48 -12.64 0.07
H -20.24 -2.12 -14.30 0.35
H -21.14 -3.00 -13.15 0.23
H -18.33 -2.63 -13.23 0.30
C -25.60 -2.49 -10.26 -0.83
O -24.68 -2.14 -11.30 -0.58
H -25.21 -3.34 -9.69 0.32
H -25.73 -1.64 -9.58 0.31
H -26.60 -2.77 -10.58 0.36
H -25.24 -1.71 -11.97 0.32
C -21.52 0.99 -7.12 -0.42
O -21.69 0.82 -5.71 -0.56
H -21.27 2.02 -7.35 0.25
H -20.69 0.34 -7.42 0.22
H -22.38 0.64 -7.70 0.18
H -22.56 0.45 -5.56 0.33
C -24.10 3.84 -13.78 -0.26
O -24.88 4.85 -13.15 -0.53
H -23.16 4.31 -14.08 0.22
H -23.89 3.03 -13.10 -0.14
H -24.53 3.48 -14.72 0.40
H -25.69 5.00 -13.65 0.31
C -20.74 4.14 -12.08 -0.51
O -21.65 3.52 -11.15 -0.50
H -20.00 3.43 -12.45 0.23
H -21.35 4.51 -12.90 0.13
H -20.17 4.95 -11.61 0.36
H -21.21 3.54 -10.30 0.26
C -22.16 0.18 -11.19 -0.89
O -22.45 1.04 -12.27 -0.02
H -21.27 0.31 -10.56 0.41
H -22.95 0.24 -10.42 0.35
H -22.24 -0.84 -11.55 0.11
H -22.35 1.96 -11.98 0.06
C -25.91 0.53 -12.62 -0.31
O -26.29 -0.71 -13.26 -0.61
H -24.83 0.65 -12.70 -0.02
H -26.38 1.42 -13.05 0.34
H -26.20 0.52 -11.57 0.32
H -26.07 -0.57 -14.19 0.29
C -22.37 -2.70 -8.01 0.61
O -23.38 -2.75 -7.34 -0.63
N -21.14 -3.04 -7.49 -0.45
N -22.33 -2.39 -9.34 -0.08
H -20.28 -2.84 -7.98 0.19
H -21.09 -3.08 -6.49 0.26
H -21.54 -2.75 -9.85 0.19
H -23.25 -2.34 -9.76 0.01
C -22.16 0.72 -15.89 0.49
O -22.37 0.65 -17.09 -0.69
N -21.02 1.21 -15.33 -0.28
N -23.04 0.23 -14.97 -0.15
H -20.87 1.13 -14.34 0.15
H -20.29 1.48 -15.96 0.20
H -22.87 0.42 -13.98 0.13
H -23.92 -0.14 -15.26 0.08
```

Properties
Relative energy (zero: lowest compared OMol25 entry of this formula, charge and spin) (kJ/mol): 23.2
Kohn-Sham gap (eV): 10.021
Spin multiplicity: 1
SMILES: NC(N)=O.NC(N)=O.CO.CO.CO.CO.CO.CO.CO
Charge: 0
HOMO level (eV): -9.85
Energy (Ha): -1260.63824
Lowest unoccupied orbital energy (eV): 0.2

=====

# 7
A cluster of 9 separate species, C9H36O9 in total in a non-equilibrium geometry. Source: the Open Molecules 2025 dataset; level of theory: ωB97M-V with the def2-TZVPD basis set.

```
54
Properties=species:S:1:pos:R:3:mulliken_charge:R:1
C -2.89 0.77 2.87 -0.76
O -2.99 1.83 1.90 -0.42
H -1.82 0.68 3.06 0.25
H -2.95 0.02 2.40 0.45
H -3.54 1.07 3.91 0.22
H -2.96 2.61 2.40 0.26
C -0.35 0.23 -0.22 -0.36
O 0.05 -1.06 0.14 -0.12
H 0.37 1.08 -0.63 0.15
H -0.76 0.57 0.66 0.15
H -1.18 0.40 -0.89 0.15
H 0.01 -1.23 1.05 0.21
C 3.45 2.06 0.34 -0.51
O 3.98 0.97 -0.38 -0.52
H 2.52 2.57 0.00 0.13
H 4.06 3.04 0.33 0.28
H 3.07 1.87 1.32 0.28
H 3.82 0.03 0.14 0.37
C -0.37 -3.53 2.87 -0.77
O -0.47 -2.16 2.62 -0.48
H -0.90 -4.13 2.13 0.26
H -0.65 -3.91 3.80 0.41
H 0.70 -3.80 2.84 0.22
H -0.64 -1.60 3.50 0.27
C -0.80 4.55 -0.50 -0.48
O 0.47 4.98 -1.15 -0.54
H -0.66 3.71 0.24 0.22
H -1.52 4.34 -1.23 0.11
H -0.95 5.36 0.22 0.38
H 0.98 5.55 -0.42 0.31
C -3.56 1.56 -2.05 -0.32
O -4.61 2.03 -2.75 -0.50
H -3.96 0.92 -1.24 0.26
H -2.65 2.21 -1.68 0.01
H -3.03 0.71 -2.55 0.21
H -4.29 2.03 -3.70 0.33
C -0.98 -3.70 -2.24 -0.60
O -0.67 -3.69 -0.89 -0.48
H -1.08 -2.61 -2.69 0.14
H -1.82 -4.33 -2.57 0.27
H -0.08 -3.99 -2.65 0.35
H -0.22 -2.85 -0.81 0.32
C 3.12 -1.37 2.26 0.01
O 3.49 -1.66 0.90 -0.58
H 3.87 -1.41 3.08 0.29
H 2.33 -2.12 2.70 -0.11
H 2.66 -0.28 2.09 0.01
H 2.87 -2.34 0.68 0.32
C 1.72 -0.94 -2.82 -0.77
O 2.55 -1.33 -3.94 -0.58
H 1.13 -0.23 -2.98 0.48
H 2.47 -0.76 -2.18 0.38
H 1.22 -1.82 -2.52 0.16
H 2.42 -0.90 -4.71 0.27
```

Properties
Relative energy (zero: lowest compared OMol25 entry of this formula, charge and spin) (kJ/mol): 1153.6
Kohn-Sham gap (eV): 9.597
Spin multiplicity: 1
SMILES: CO.CO.CO.CO.CO.CO.CO.CO.CO
Charge: 0
HOMO level (eV): -9.48
Energy (Ha): -1041.23140
Lowest unoccupied orbital energy (eV): 0.1